[1]
C24H38N7SScSi2 | the ωB97M-V functional and the def2-TZVPD basis

Geometry as XYZ:
```
73
Properties=species:S:1:pos:R:3:lowdin_charge:R:1
Sc 0.3473 -0.0375 -0.2529 0.814
N 0.7551 -0.6601 4.1313 0.166
C 0.3129 -0.6155 2.8898 -0.160
N 1.0737 -0.4310 1.8369 -0.001
C 2.4574 -0.3222 2.0215 -0.268
N 3.2640 -0.3165 1.0113 0.115
N 2.5508 -0.4086 -0.1664 -0.074
C 3.1626 -0.8550 -1.1917 -0.007
C 2.3887 -1.0219 -2.4260 -0.235
C 2.9927 -1.4166 -3.6034 0.026
C 2.2036 -1.5784 -4.7365 0.000
C 0.8445 -1.3513 -4.6405 -0.001
C 0.3143 -0.9560 -3.4201 -0.101
N 1.0590 -0.7898 -2.3274 0.017
C 2.9797 -0.2293 3.3774 -0.089
C 4.3251 0.0372 3.6472 0.013
C 4.7610 0.0996 4.9528 -0.031
C 3.8673 -0.1121 6.0056 -0.027
C 2.5350 -0.3771 5.7596 0.010
C 2.1035 -0.4249 4.4408 -0.159
H 0.0976 -0.8260 4.8796 0.178
H -0.7527 -0.7398 2.7424 0.135
H 4.2109 -1.1368 -1.1406 0.152
H 4.0596 -1.5898 -3.6326 0.133
H 2.6499 -1.8768 -5.6754 0.131
H 0.1926 -1.4676 -5.4942 0.126
H -0.7442 -0.7630 -3.3172 0.095
H 5.0053 0.1898 2.8214 0.123
H 5.7992 0.3114 5.1653 0.121
H 4.2195 -0.0636 7.0268 0.124
H 1.8403 -0.5389 6.5739 0.127
C -4.5619 -3.0689 -0.6676 -0.030
N -3.2220 -2.6153 -0.2851 -0.015
C -2.0367 -3.1789 -0.4606 -0.741
S -0.6330 -2.3991 0.2202 0.691
N -1.8241 -4.3248 -1.0905 -0.010
C -2.7715 -5.3117 -1.6170 -0.032
H -5.2714 -2.4011 -0.1880 0.100
H -4.7558 -4.0766 -0.3136 0.089
H -4.7111 -3.0102 -1.7438 0.095
H -3.1710 -1.7267 0.1852 0.111
H -0.8557 -4.6047 -1.0781 0.119
H -3.4851 -4.8546 -2.2945 0.084
H -3.2909 -5.8332 -0.8155 0.098
H -2.1920 -6.0374 -2.1797 0.100
C -0.5555 2.1785 -2.9283 -0.173
Si -1.8816 1.8447 -1.6227 0.395
C -3.1378 3.2121 -1.7514 -0.162
C -2.7449 0.2060 -2.0366 -0.187
C -1.0242 1.5743 0.0209 -0.486
Si -0.1590 3.0720 0.7704 0.402
C 0.4148 2.6721 2.5224 -0.168
C 1.4015 3.3659 -0.2428 -0.163
C -1.2283 4.5943 0.8879 -0.164
H -0.8990 1.8873 -3.9242 0.045
H 0.4026 1.6804 -2.7607 0.007
H -0.3335 3.2470 -2.9688 0.042
H -3.6248 3.1552 -2.7287 0.047
H -2.6786 4.1964 -1.6729 0.025
H -3.9128 3.1417 -0.9863 0.045
H -2.9062 0.0786 -3.1100 0.046
H -3.7313 0.1798 -1.5635 0.042
H -2.2065 -0.6776 -1.6726 -0.028
H -1.7971 1.2483 0.7410 0.022
H 1.3286 2.0757 2.5332 0.014
H -0.3525 2.1456 3.0972 0.033
H 0.6395 3.5976 3.0563 0.047
H 1.9739 2.4404 -0.4098 0.013
H 2.0794 4.0467 0.2762 0.049
H 1.1978 3.7937 -1.2251 0.031
H -2.1787 4.3636 1.3739 0.047
H -1.4530 5.0292 -0.0857 0.023
H -0.7265 5.3620 1.4805 0.043
```

Values from the calculation:
Net charge ... +2
Max |F| ... 1.0 eV/A
Orbital gap ... 7.4 eV
HOMO energy ... -0.50611 Eh



[2]
C24H38NO4Si2 | the ωB97M-V functional and the def2-TZVPD basis

Geometry as XYZ:
```
69
Properties=species:S:1:pos:R:3:lowdin_charge:R:1
C 4.3865 -2.4692 -1.7526 -0.148
Si 2.5831 -2.2471 -1.3384 0.460
C 1.6190 -3.8322 -1.3577 -0.158
C 2.2616 -1.2293 0.1956 -0.156
O 1.9371 -1.3052 -2.6515 -0.260
N 2.3072 0.0487 -2.3277 -0.191
O 3.2925 0.4353 -3.2090 -0.210
Si 3.4289 -0.0487 -4.8575 0.459
C 5.2560 0.1882 -5.0786 -0.152
C 2.9145 -1.8099 -5.2136 -0.162
C 2.3435 1.1001 -5.8503 -0.159
C 1.1466 0.8501 -2.5611 -0.358
C -0.1338 0.1761 -2.8449 -0.042
C 1.3903 2.1841 -2.5387 0.077
H 4.8807 -2.9647 -0.9035 0.036
H 4.5319 -3.0995 -2.6395 0.033
H 4.8916 -1.5077 -1.9252 0.041
H 1.9875 -4.4666 -0.5388 0.038
H 0.5462 -3.6587 -1.2031 0.029
H 1.7482 -4.3776 -2.3010 0.041
H 2.9237 -1.5426 1.0154 0.035
H 2.4499 -0.1648 -0.0196 0.037
H 1.2249 -1.3314 0.5421 0.010
H 5.5274 0.1144 -6.1405 0.039
H 5.5700 1.1718 -4.7069 0.041
H 5.8221 -0.5751 -4.5290 0.036
H 3.1156 -1.9825 -6.2848 0.043
H 3.4891 -2.5513 -4.6444 0.022
H 1.8427 -1.9835 -5.0480 0.035
H 2.6618 1.0447 -6.9034 0.037
H 1.2810 0.8186 -5.8054 0.032
H 2.4405 2.1413 -5.5139 0.036
H -0.9545 0.8939 -2.7127 0.086
H -0.1779 -0.1749 -3.8905 0.092
H -0.3029 -0.6704 -2.1659 0.076
H 0.5650 2.8709 -2.6711 0.061
H 2.4121 2.5295 -2.4427 0.071
C -0.8066 4.8992 6.8964 -0.035
O 0.0977 3.8908 6.3960 -0.048
C -0.3552 3.0009 5.4770 -0.217
C 0.5359 1.9551 5.1176 0.030
C 0.1347 0.9867 4.2355 0.010
C -1.1708 0.9973 3.6459 -0.193
C -1.5243 -0.0468 2.7538 0.108
C -2.8300 -0.5138 2.4557 -0.187
C -2.9657 -1.5264 1.4511 0.008
C -4.1895 -1.9837 1.0424 0.029
C -5.3739 -1.4388 1.6034 -0.216
O -6.5473 -1.8367 1.0498 -0.047
C -7.7693 -1.1762 1.4449 -0.033
C -5.2788 -0.5088 2.6721 0.021
C -4.0319 -0.0917 3.1082 0.012
C -2.0204 2.0972 3.9674 0.001
C -1.6397 3.0653 4.8773 0.019
H -0.1906 5.4859 7.5762 0.102
H -1.1884 5.5330 6.0854 0.099
H -1.6437 4.4412 7.4411 0.106
H 1.5228 1.9510 5.5724 0.134
H 0.8096 0.1650 3.9884 0.130
H -0.7053 -0.6625 2.3801 0.126
H -2.0586 -1.9372 1.0060 0.125
H -4.2978 -2.7370 0.2665 0.135
H -8.5362 -1.6763 0.8554 0.102
H -7.9646 -1.3104 2.5168 0.099
H -7.7382 -0.1057 1.1994 0.107
H -6.1894 -0.1203 3.1371 0.118
H -3.9830 0.5589 3.9799 0.114
H -2.9913 2.1890 3.4818 0.116
H -2.3198 3.8808 5.1368 0.117
```

Values from the calculation:
Net charge ... +1
Max |F| ... 2.5 eV/A
Orbital gap ... 4.8 eV
HOMO energy ... -0.36756 Eh



[3]
C24H39As3N2O2S3V | the ωB97M-V functional and the def2-TZVPD basis

Geometry as XYZ:
```
74
Properties=species:S:1:pos:R:3:lowdin_charge:R:1
V 2.0517 0.9730 -0.0936 0.409
C 3.5975 -2.9057 -0.3248 -0.042
C 2.9861 -1.6640 0.3006 -0.510
O 2.7626 -0.6778 -0.4957 -0.302
C 2.7751 -1.6401 1.6652 -0.090
C 2.4557 -0.4816 2.3991 -0.395
C 2.4857 -0.5213 3.9073 -0.070
N 2.2510 0.6777 1.7955 -0.141
N 2.2482 1.7824 2.5750 0.072
C 2.2125 2.8600 1.8036 -0.447
O 2.1589 2.7308 0.5192 -0.215
C 2.2552 4.1713 2.4155 -0.129
C 2.1709 4.3375 3.8103 -0.037
C 2.1598 5.5957 4.3664 -0.119
C 2.2415 6.7288 3.5612 -0.125
C 2.3499 6.5778 2.1808 -0.109
C 2.3567 5.3240 1.6154 -0.018
H 2.9302 -3.2957 -1.0953 0.042
H 4.5395 -2.6320 -0.7999 0.071
H 3.7878 -3.6735 0.4208 0.059
H 2.9857 -2.5421 2.2263 0.086
H 2.7496 -1.5148 4.2654 0.058
H 3.2068 0.2123 4.2725 0.059
H 1.5101 -0.2364 4.3047 0.054
H 2.1031 3.4510 4.4228 0.101
H 2.0827 5.7106 5.4439 0.089
H 2.2183 7.7142 4.0113 0.082
H 2.4284 7.4632 1.5573 0.092
H 2.4321 5.1909 0.5456 0.117
C -1.0508 0.5796 2.1556 -0.334
As -0.5806 -1.0451 1.1538 1.147
C -1.2840 -2.2475 2.6335 -0.322
C -2.2635 -1.0118 0.0563 -0.372
C -2.4081 -2.0065 -1.0979 -0.690
C -1.9927 -3.3949 -0.6061 -0.105
C -1.5589 -1.6187 -2.3035 -0.375
As 0.4233 -1.6974 -2.1595 1.171
C 0.6186 -3.6190 -2.7762 -0.347
C 0.6718 -1.0354 -3.9909 -0.339
C -3.8816 -2.1066 -1.5397 -0.394
As -4.8993 -0.6961 -2.5256 1.088
C -4.2399 1.0455 -1.8926 -0.352
C -4.0199 -0.6769 -4.2971 -0.358
H -2.0586 0.5146 2.5792 0.018
H -0.9929 1.4387 1.4886 -0.025
H -0.3349 0.7433 2.9602 0.003
H -2.3489 -2.0890 2.8176 0.002
H -0.7350 -2.0096 3.5453 -0.004
H -1.1208 -3.3036 2.4134 -0.006
H -2.2850 0.0014 -0.3446 0.004
H -3.1202 -1.1237 0.7365 0.070
H -0.9569 -3.3351 -0.2613 0.038
H -2.0599 -4.1308 -1.4093 0.077
H -2.6285 -3.7142 0.2225 0.078
H -1.7555 -0.5749 -2.5548 0.036
H -1.8606 -2.2386 -3.1572 0.066
H -0.1583 -3.8878 -3.4959 0.001
H 0.5833 -4.3146 -1.9392 -0.008
H 1.5921 -3.7234 -3.2628 0.002
H 0.1580 -1.6722 -4.7147 0.015
H 1.7343 -0.9925 -4.2286 0.015
H 0.2814 -0.0254 -4.0794 -0.066
H -4.4992 -2.3318 -0.6551 0.051
H -3.9855 -2.9838 -2.2007 0.058
H -4.4608 1.1832 -0.8338 0.013
H -4.7700 1.8182 -2.4548 0.009
H -3.1723 1.1774 -2.0586 -0.008
H -3.8146 -1.6915 -4.6377 0.007
H -3.0928 -0.1119 -4.2786 0.007
H -4.6907 -0.2100 -5.0225 -0.001
S -0.3483 2.4056 -3.6941 0.338
C 0.6255 1.8889 -2.4394 -1.803
S -0.0597 1.3846 -0.9319 0.472
S 2.3078 1.7231 -2.4946 0.483
```

Values from the calculation:
Net charge ... -2
Multiplicity ... 2
Max |F| ... 3.0 eV/A
Orbital gap (spin up / spin down) ... 4.6 / 4.0 eV
HOMO energy (spin up / spin down) ... 0.00053 / 0.02184 Eh



[4]
C24H39BrFN7O3P | the ωB97M-V functional and the def2-TZVPD basis

Geometry as XYZ:
```
76
Properties=species:S:1:pos:R:3:lowdin_charge:R:1
C -3.4640 3.3527 -1.2473 -0.073
C -2.3921 3.1968 -0.1597 -0.181
C -1.3897 2.0822 -0.5096 -0.276
F -0.1458 2.5843 -0.7615 0.041
N -1.3019 1.0852 0.5763 0.087
C -1.7065 -0.2345 0.3529 -0.261
O -2.1666 -0.7399 -0.7761 0.117
C -1.5412 -0.8430 1.5469 -0.279
N -1.8634 -2.2161 1.7512 0.200
C -3.0888 -2.3622 1.6896 -0.259
O -4.2234 -2.4656 1.6057 0.260
N -1.0326 0.0523 2.4470 -0.412
Br -0.6024 -0.3744 4.1745 0.944
C -0.9019 1.2569 1.8391 -0.341
P -0.3161 2.8981 2.5275 0.937
C 1.3836 3.1119 1.8977 -0.220
O -0.0653 2.7299 4.1301 -0.334
H -4.0027 4.2800 -1.0786 0.081
H -3.0584 3.2738 -2.2525 0.083
H -4.1859 2.5451 -1.1182 0.080
H -1.8656 4.1185 0.0740 0.110
H -2.9046 2.9094 0.7573 0.102
H -1.7162 1.5762 -1.4126 0.145
H -1.4058 -0.8040 -1.3873 0.060
H 1.4850 2.6948 0.8993 0.040
H 2.0458 2.5536 2.5628 0.051
H 1.6261 4.1694 1.8565 0.025
H -0.8891 2.8835 4.6078 0.057
C 5.6870 6.3994 -0.6740 -0.107
C 5.7037 6.4227 0.8501 -0.259
C 4.4851 5.7288 1.4705 -0.196
C 3.2430 6.3911 1.0564 -0.255
N 2.2776 6.9157 0.7298 0.152
H 4.8274 6.9397 -1.0728 0.072
H 6.5828 6.8753 -1.0709 0.075
H 5.6533 5.3753 -1.0513 0.077
H 5.7480 7.4575 1.1931 0.114
H 6.6082 5.9281 1.2077 0.109
H 4.5463 5.7572 2.5589 0.118
H 4.4440 4.6827 1.1607 0.113
C 0.5038 -3.8098 -1.0316 -0.107
C 0.0482 -3.9535 -2.4813 -0.233
C 0.7227 -2.9208 -3.4054 -0.161
C 0.3735 -1.5765 -2.9610 -0.182
N 0.0700 -0.5263 -2.6186 0.177
H 0.2317 -2.8347 -0.6177 0.055
H 0.0339 -4.5701 -0.4067 0.078
H 1.5815 -3.9175 -0.9590 0.035
H -1.0381 -3.8447 -2.5320 0.110
H 0.2828 -4.9560 -2.8391 0.115
H 0.3850 -3.0571 -4.4331 0.127
H 1.8068 -3.0375 -3.3839 0.102
C -6.1794 -2.9719 -1.1338 -0.116
C -6.7794 -4.3296 -0.7874 -0.257
C -6.1240 -5.4817 -1.5570 -0.189
C -6.2908 -5.3016 -3.0021 -0.242
N -6.4282 -5.1561 -4.1300 0.150
H -6.3305 -2.7263 -2.1858 0.073
H -6.6518 -2.1854 -0.5447 0.074
H -5.1073 -2.9517 -0.9274 0.055
H -7.8500 -4.3108 -0.9963 0.115
H -6.6660 -4.5121 0.2830 0.105
H -6.5732 -6.4327 -1.2707 0.118
H -5.0570 -5.5323 -1.3336 0.115
C 4.7288 -1.0363 1.6515 -0.107
C 3.8790 -2.2776 1.9012 -0.260
C 4.2145 -3.4394 0.9489 -0.167
C 3.9367 -3.0233 -0.4330 -0.226
N 3.6221 -2.7050 -1.4852 0.175
H 4.5659 -0.6348 0.6499 0.071
H 4.4726 -0.2511 2.3632 0.068
H 5.7910 -1.2584 1.7626 0.081
H 2.8236 -2.0132 1.7960 0.101
H 4.0263 -2.6096 2.9305 0.110
H 3.5982 -4.3120 1.1681 0.119
H 5.2599 -3.7312 1.0507 0.124
```

Values from the calculation:
Net charge ... +1
Max |F| ... 2.2 eV/A
Orbital gap ... 8.3 eV
HOMO energy ... -0.43833 Eh



The lowest net charge belongs to which entry?
C24H39As3N2O2S3V



Which of these has the highest net charge?
C24H38N7SScSi2



Which of these has the lowest net charge?
C24H39As3N2O2S3V